Entry 1:
Computed, not measured: a 5-piece molecular cluster, C37H55BrFN9O5S overall in a non-equilibrium geometry, with wB97M-V/def2-TZVPD.

Summary:
SMILES string: [H]/N=C/C[C@H](CCCS(=O)(=O)O)O[C@](F)(CCN)[C@@](CCN)(CC(=O)Br)NNCCC.c1ccncc1.c1ccncc1.c1ccncc1.c1ccncc1
Orbital gap: 7.888 eV

Last column: Löwdin charge in e.
Geometry (Å):
H -1.0692 -4.8161 4.4737  0.07
H -3.0663 -6.7383 4.0515  0.10
H 0.5371 -2.5856 -1.7840  0.03
C -4.5850 -7.6009 5.3166  -0.07
H -3.1053 -1.1717 3.0478  0.10
C 3.6552 6.0338 2.4970  -0.07
H 1.3946 3.8453 -0.9054  0.11
H -0.8042 -6.9970 -6.3849  0.10
S 4.7071 1.7802 0.5902  0.82
H 1.1669 -0.6750 -0.8161  0.10
C -4.5158 -0.5976 0.0159  -0.60
C 3.4087 8.6832 3.0961  -0.16
H -4.3092 -8.6288 5.1102  0.10
H -0.4723 0.5316 -3.4489  0.13
N 2.3549 -5.2263 -4.9833  0.05
H -0.6723 3.5841 2.4607  0.11
C -4.0694 0.8057 0.7275  -0.08
H -0.2021 1.1369 4.1233  0.06
O -0.3436 1.7094 -0.5298  -0.12
H -1.0195 -4.9577 -4.9553  0.10
H 0.5079 2.6343 4.2233  0.07
C 0.7281 -0.6336 -1.9003  -0.15
H 3.4549 -6.6792 -5.9494  0.10
H 2.7157 1.7536 -6.1014  0.10
Br -4.6415 -2.4010 0.8654  0.68
H 4.6708 0.7607 2.5985  0.10
H 1.3719 0.9347 -3.5802  0.10
C -5.2129 -4.9867 5.7754  -0.14
H 1.4786 -7.8772 -6.8975  0.10
C -5.6351 -7.2973 6.1765  -0.08
N -4.1871 -5.2503 4.9371  0.05
C 1.4924 3.0364 -1.7449  -0.12
H -5.4283 -3.9325 5.9252  0.11
N -0.4413 2.1731 4.0900  -0.07
N -1.1564 -0.7644 2.0339  -0.12
H -4.4895 0.7650 1.8438  0.13
C 3.1061 -1.9420 -6.9555  -0.07
N 0.3358 -1.8417 -2.4877  0.05
C -1.4163 -3.6891 4.5211  -0.15
C 4.1963 -1.0999 -7.1472  -0.08
O 5.2045 0.6007 1.7595  -0.23
C 1.9313 -1.3929 -6.4670  -0.14
C 0.1418 2.0575 -1.8709  -0.27
C -0.7338 2.3990 2.5910  -0.26
H -1.5244 6.3137 1.1001  0.08
H 5.1334 -1.4938 -7.5297  0.11
H 1.6006 5.9674 3.1491  0.09
H -2.9500 5.6678 0.5072  0.08
H 3.2648 9.7294 3.3512  0.10
C 4.0743 0.2522 -6.8436  -0.08
C -1.3449 4.5242 -0.0754  -0.27
H -3.3779 3.5179 0.1503  0.12
F -2.3850 1.0928 -1.5985  -0.05
H -4.5541 1.6788 0.1194  0.13
H 3.1693 -3.0004 -7.1815  0.10
O 4.7020 3.2342 1.1734  -0.39
H -2.6850 3.5240 -1.6268  0.14
H -0.3543 -1.3867 1.7599  0.12
H -6.7704 -5.6956 7.0789  0.10
H -6.1976 -8.0921 6.6577  0.11
H 3.7183 4.9754 2.2711  0.07
H 1.0515 -2.0083 -6.3034  0.10
H 3.1720 1.5155 -2.4958  0.12
C -0.0454 -5.3670 -5.1980  -0.07
N 2.3324 7.8906 3.2909  0.05
C 3.0185 1.3341 -0.1847  -0.21
H -0.6177 2.6896 -2.5221  0.16
C 0.5167 0.7247 -2.8092  -0.10
H 3.7598 3.0204 -1.5266  0.12
C -1.9696 -1.5380 3.0471  -0.23
H -2.4594 -3.7086 5.1007  0.06
C 2.8927 2.2021 -1.5861  -0.20
C 2.4445 -6.3308 -5.7561  -0.16
H 5.6825 6.4820 1.9228  0.11
C -1.8035 1.8120 -0.4031  -0.26
C 4.7454 6.8759 2.3054  -0.07
C -3.8958 -6.5529 4.7277  -0.14
H 1.5287 3.6202 -2.7830  0.14
H 3.1410 0.2017 -0.5216  0.11
C 4.6234 8.2280 2.6090  -0.08
H -2.7922 -3.7526 2.7059  0.06
C -1.8002 -3.1686 2.9784  -0.24
C -5.9579 -5.9652 6.4137  -0.07
H -0.3344 4.1552 0.3848  0.09
O -4.8792 -0.5241 -1.2949  -0.12
H -1.0000 -3.4735 2.1809  0.10
N 1.7834 -0.0851 -6.1616  0.05
C -2.4021 3.3424 -0.4816  -0.07
C 0.0795 -6.5018 -5.9928  -0.08
C 2.4804 6.5829 2.9855  -0.16
C 2.8597 0.7074 -6.3564  -0.16
O 5.8364 1.7829 -0.5056  -0.37
C -2.4144 0.9726 0.9104  -0.28
N -2.0268 5.4115 0.9486  -0.06
H 5.4543 8.9104 2.4703  0.10
H 1.0659 -3.8792 -4.1014  0.07
H 2.1305 1.5126 0.5564  0.11
H -0.6597 -2.9724 5.0531  0.07
H 0.1415 1.8365 2.0289  0.10
N -1.8681 -0.4370 0.8947  -0.06
H -1.5563 -1.2112 4.1185  0.11
C -2.2257 1.7775 2.3303  -0.11
C 1.1108 -4.7693 -4.7228  -0.16
H -1.3420 -0.6651 0.0228  0.12
H -2.9682 2.7110 2.2747  0.13
H -2.5420 1.1796 3.2850  0.12
H -1.0473 5.2410 -0.9815  0.13
C 1.3475 -6.9956 -6.2804  -0.08
H 4.9052 0.9346 -6.9823  0.10


Entry 2:
Computed, not measured: a single C4H6OS2 molecule in a non-equilibrium geometry, with wB97M-V/def2-TZVPD.

Summary:
SMILES string: C[C@H]1S[C@H]1C(O)=S
ΔE to the lowest compared entry with this formula, charge and spin: 1.167 eV
Orbital gap: 9.116 eV

Last column: natural (NBO) charge in e.
Geometry (Å):
H -1.7986 -0.5112 1.9481  0.49
H 1.5017 0.0805 -1.5239  0.22
O -1.0219 -0.6928 1.5071  -0.64
C 1.0273 0.0213 -0.6094  -0.22
H 0.2593 1.2550 1.0470  0.23
H -0.2782 -1.3802 -1.5599  0.24
S 1.5019 -1.6394 0.0955  0.11
H 1.8023 1.9561 0.2297  0.23
C -1.3028 -0.7633 0.2132  0.20
C 0.8808 1.3764 0.1510  -0.63
S -2.7642 -0.6279 -0.4235  -0.06
C -0.0727 -1.0157 -0.6121  -0.40
H 0.2651 1.9411 -0.4628  0.22


Entry 3:
Computed, not measured: a single C4H9N3S molecule in a non-equilibrium geometry, with wB97M-V/def2-TZVPD.

Summary:
SMILES string: N[C@@H]1C[C@@H]1/N=C\NS
ΔE to the lowest compared entry with this formula, charge and spin: 3.716 eV
Orbital gap: 8.975 eV

Last column: natural (NBO) charge in e.
Geometry (Å):
H -2.2350 -1.4764 0.7844  0.13
H 2.0286 1.0531 -0.6277  0.38
C 0.1507 -0.1976 0.1550  -0.14
C 1.5999 -0.5543 0.3290  -0.06
H -1.3979 2.3960 -0.6401  0.16
H 0.7345 -2.4295 -0.3074  0.22
S -2.9665 -0.7492 -0.2638  0.16
H -3.1373 1.5320 0.4550  0.40
N -0.0762 1.0605 -0.4839  -0.43
H 3.2119 0.7052 0.7078  0.36
C -1.2750 1.3677 -0.3446  0.26
C 0.8078 -1.3077 -0.5678  -0.43
N -2.3695 0.7668 0.3973  -0.80
H -0.5898 -0.3615 0.9052  0.20
N 2.6052 0.3322 -0.2151  -0.83
H 1.0257 -1.0968 -1.5490  0.22
H 1.8828 -1.0406 1.2657  0.19


Entry 4:
Computed, not measured: C42H33ClN7O7SV as an isolated structure in a non-equilibrium geometry, with wB97M-V/def2-TZVPD.

Summary:
Charge: -1
Orbital gap (spin up / spin down): 4.333 / 6.669 eV
Multiplicity: 2

Last column: Mulliken spin population.
Geometry (Å):
H -0.7720 1.0124 -3.0103  0.00
O -2.9154 1.0074 -1.2931  0.00
H -0.3713 3.8136 -3.2422  0.00
S -1.6874 1.6481 -0.8634  0.00
C -2.5540 -1.6357 0.1638  0.02
C -0.0142 1.5073 3.2191  0.00
C 1.7398 -2.0042 -4.3034  -0.09
C -3.4382 0.6045 2.7558  0.00
O 1.3169 -1.0810 1.6752  0.01
C 3.1325 -0.5305 -2.9739  -0.02
H 1.5136 -2.4641 -5.2597  0.00
O -0.5367 0.5062 -1.0092  0.01
C 0.7179 -4.6952 1.6534  0.05
H -4.1699 -3.1688 0.4073  0.00
N 1.5776 1.9444 -2.1596  0.00
C 2.2887 3.8559 0.6807  0.01
C -5.0842 -0.8842 4.4423  0.00
H 1.0926 4.7543 -3.6814  0.00
H -2.2820 2.4018 4.8316  0.00
C 1.1726 -5.0062 2.9127  -0.06
C 4.4809 0.7730 -1.4516  -0.03
H 0.3873 -3.9886 -0.8918  0.00
C 1.3391 2.8264 -1.3071  -0.04
H -5.1166 0.7070 1.4430  0.00
C -2.6884 -2.8411 2.0083  0.01
C 0.6710 1.6930 -4.4467  0.01
N -1.6581 -1.9840 2.0462  0.00
C -0.6593 0.0571 -6.2743  0.00
H -2.7888 1.1647 2.0773  0.00
C 0.7099 3.8988 -3.1335  0.00
H -2.9010 -3.5092 2.8293  0.00
H 4.9856 0.4289 -3.5170  0.00
H 2.1940 -1.9375 3.8974  0.00
C 1.4074 2.5692 -3.4697  -0.02
H 2.4084 2.7414 -3.8761  0.01
H 0.7793 0.7589 -7.7120  0.00
C 1.5412 2.7897 0.1879  0.03
C 2.8312 -1.1630 -4.2050  0.16
C -5.5825 -0.3911 3.2414  0.00
C -3.3013 -2.6546 0.7892  0.00
H -1.1730 -0.5855 -6.9800  0.00
H -2.7143 -1.1481 -0.7848  0.00
C -2.9365 0.0992 3.9524  0.00
H -1.1058 1.8077 6.0237  0.00
N -0.5863 0.3935 3.2398  0.00
C 0.7807 -3.3799 1.1606  -0.01
C 0.5084 -3.1331 -0.2321  0.33
O -0.3185 2.4076 4.2139  0.00
C 2.5017 3.9668 2.0340  0.00
H 5.3787 1.3346 -1.2203  0.00
C 1.2958 -2.3620 2.0186  0.10
C 0.9324 -2.3057 -3.2026  0.19
C -1.0883 0.1308 -4.9530  0.00
H 1.9638 2.1947 -6.0830  0.00
V 0.5778 -0.1137 0.2329  -0.02
H -1.0228 -1.7783 2.7996  0.00
C -1.3795 1.8103 4.9716  0.00
H 0.1090 -3.0040 -3.2951  0.02
C 3.5229 0.6041 -0.4731  0.11
C -1.5243 0.3979 4.3645  0.00
H 2.1128 -4.2936 4.7104  0.01
H 3.4641 -0.9756 -5.0657  0.00
O -1.2359 2.7227 -1.7409  0.00
H 3.1472 4.7334 2.4440  0.00
C 0.9842 2.1269 2.2777  0.00
H 3.6508 1.0288 0.5139  0.03
C 1.7770 -2.7237 3.2757  -0.07
H -1.9388 -0.4533 -4.6208  0.00
C 1.7247 -4.0295 3.7350  0.13
C -3.7594 -0.6462 4.7893  0.00
H -3.3617 -1.0477 5.7169  0.00
H -1.2056 -0.3650 5.0734  0.00
C 1.1729 -1.6680 -1.9870  -0.01
C 0.4352 0.8099 -6.6851  0.00
N 1.0096 1.8480 0.9702  0.00
O 1.0153 4.0905 -1.7351  0.00
H 2.6976 4.5692 -0.0172  0.00
C 4.2703 0.2529 -2.7200  0.15
N 0.6588 -1.9220 -0.7293  0.02
C -0.4311 0.9464 -4.0425  0.01
C 1.7785 3.1220 2.8471  0.00
N -1.5531 -1.2340 0.9411  -0.06
C 1.0976 1.6192 -5.7690  0.00
H -5.7198 -1.4650 5.1006  0.00
C 2.2324 -0.7135 -1.8925  -0.03
O -1.7111 2.0336 0.5445  0.00
Cl 1.0776 -6.6624 3.4904  0.00
N 2.3870 -0.0904 -0.6838  0.03
C -4.7557 0.3463 2.3997  0.00
H 1.7818 3.2396 3.9165  0.00
H 0.3191 -5.4741 1.0135  0.00
H -6.6104 -0.5874 2.9607  0.00